Record 1
This record from the OMol25 dataset describes C3H2F2N2 in the gas phase. The level of theory is ωB97M-V with the def2-TZVPD basis set.

Last columns: bonded neighbours and bond lengths (Å).
Atoms and positions in Å:
1 C -0.69392 0.64375 0.05968  C2 1.425, F6 1.458, H8 1.090
2 C -0.82305 -0.73677 -0.26890  C1 1.425, N4 1.312, H9 1.079
3 C 1.47936 0.21141 0.03364  N5 1.212, F7 1.285
4 N 0.20370 -1.55023 -0.33485  C2 1.312, N5 1.336
5 N 1.37426 -0.99579 -0.00705  C3 1.212, N4 1.336
6 F -1.70770 1.62733 -0.29980  C1 1.458
7 F 2.27344 1.17492 0.33865  C3 1.285
8 H -0.39240 0.87190 1.08196  C1 1.090
9 H -1.71368 -1.24652 -0.60333  C2 1.079

Properties
ΔE to the lowest compared entry with this formula, charge and spin, eV: 4.5962
Kohn-Sham gap (spin up / spin down), eV: 8.98 / 8.98
E_HOMO (spin up / spin down), eV: -9.49 / -9.49

Record 2
This record from the OMol25 dataset describes 2 unconnected molecules or ions with the total composition C8H8BF3O2. The level of theory is ωB97M-V with the def2-TZVPD basis set.

Last columns: bonded neighbours and bond lengths (Å).
Atoms and positions in Å:
1 B -2.05856 -0.66414 0.65046  C9 1.531, O10 1.350, O11 1.386
2 C 2.90410 -0.57598 0.36088  C3 1.400, C4 1.432, H15 1.079
3 C 2.52382 0.67484 0.86162  C2 1.400, C5 1.404, H16 1.124
4 C 2.24745 -1.03764 -0.82440  C2 1.432, C6 1.396, H17 1.030
5 C 1.29718 1.28125 0.54513  C3 1.404, C7 1.457, H18 1.077
6 C 1.13708 -0.34388 -1.30870  C4 1.396, C7 1.429, H19 1.105
7 C 0.61511 0.81398 -0.65469  C5 1.457, C6 1.429, C8 1.411
8 C -0.54589 1.46533 -1.12332  C7 1.411, F12 1.300, H20 1.142
9 C -3.47536 -0.41716 0.12607  B1 1.531, F13 1.284, F14 1.372
10 O -1.69245 0.10782 1.69588  B1 1.350, H21 0.899
11 O -1.36258 -1.77532 0.20001  B1 1.386, H22 0.992
12 F -1.06985 2.54877 -0.63217  C8 1.300
13 F -4.44982 0.30349 0.55012  C9 1.284
14 F -3.93016 -1.14940 -0.94130  C9 1.372
15 H 3.68816 -1.11883 0.86571  C2 1.079
16 H 3.17967 0.88926 1.74834  C3 1.124
17 H 2.35556 -1.89817 -1.38007  C4 1.030
18 H 0.75686 2.10352 0.98316  C5 1.077
19 H 0.47968 -0.56987 -2.16822  C6 1.105
20 H -1.27025 1.13341 -1.94093  C8 1.142
21 H -0.95732 -0.06082 2.18503  O10 0.899
22 H -0.37242 -1.71049 0.20140  O11 0.992

Properties
ΔE to the lowest compared entry with this formula, charge and spin, eV: 1.5784
Kohn-Sham gap (spin up / spin down), eV: 7.59 / 7.39
E_HOMO (spin up / spin down), eV: -7.56 / -8.20

Record 3
This record from the OMol25 dataset describes 8 unconnected molecules or ions with the total composition C19H38Br15N2O2. The level of theory is ωB97M-V with the def2-TZVPD basis set.

Last columns: bonded neighbours and bond lengths (Å).
Atoms and positions in Å:
1 C -3.84968 -1.45082 -0.84597  C2 1.510, H11 1.082, H12 1.087, H13 1.098
2 C -4.22755 -0.82852 -2.16874  C1 1.510, O3 1.196, N4 1.470
3 O -4.18499 -1.45870 -3.18391  C2 1.196
4 N -4.67686 0.56519 -2.30149  C2 1.470, C5 1.502, N6 1.449
5 C -3.43586 1.35952 -2.59413  N4 1.502, H14 1.081, H15 1.085, H16 1.075
6 N -5.22280 1.04883 -1.04923  N4 1.449, C7 1.490, H17 1.021, H18 1.033
7 C -6.45729 0.35613 -0.58561  N6 1.490, C8 1.533, H19 1.080, H20 1.081
8 C -7.70924 0.57257 -1.44293  C7 1.533, O9 1.192, Br10 1.923
9 O -8.75499 0.68312 -0.88140  C8 1.192
10 Br -7.64852 0.61430 -3.36409  C8 1.923
11 H -3.92377 -2.51629 -1.02177  C1 1.082
12 H -4.46891 -1.16491 0.00019  C1 1.087
13 H -2.81472 -1.24281 -0.54578  C1 1.098
14 H -3.46902 2.32427 -2.10863  C5 1.081
15 H -2.57564 0.83804 -2.18874  C5 1.085
16 H -3.32596 1.47049 -3.65723  C5 1.075
17 H -5.48412 2.02247 -1.21391  N6 1.021
18 H -4.49518 1.08721 -0.31635  N6 1.033
19 H -6.69436 0.75981 0.38729  C7 1.080
20 H -6.31448 -0.70702 -0.45449  C7 1.081
21 Br -0.47251 -1.43962 -0.44698  C22 1.952
22 C 0.41494 0.28635 -0.24134  Br21 1.952, C23 1.506, H25 1.085, H26 1.086
23 C -0.06938 1.02822 0.97705  C22 1.506, Br24 1.956, H27 1.086, H28 1.085
24 Br -1.82136 1.86169 0.72829  C23 1.956
25 H 0.26967 0.82610 -1.17159  C22 1.085
26 H 1.46917 0.05078 -0.12705  C22 1.086
27 H 0.59832 1.85638 1.19678  C23 1.086
28 H -0.15931 0.39345 1.85217  C23 1.085
29 Br -0.18873 4.51279 3.80322  C30 1.948
30 C 1.43827 5.48947 3.36218  Br29 1.948, C31 1.502, H33 1.085, H34 1.087
31 C 1.92427 5.10049 1.99532  C30 1.502, Br32 1.946, H35 1.088, H36 1.085
32 Br 2.78408 3.35456 2.02842  C31 1.946
33 H 2.16060 5.28353 4.14462  C30 1.085
34 H 1.16581 6.54180 3.38980  C30 1.087
35 H 2.68816 5.78853 1.63865  C31 1.088
36 H 1.12087 5.04464 1.26832  C31 1.085
37 Br -3.17156 2.31078 5.24864  C38 1.947
38 C -2.85612 2.29025 7.16966  Br37 1.947, C39 1.505, H41 1.084, H42 1.087
39 C -1.38905 2.40831 7.48322  C38 1.505, Br40 1.945, H43 1.087, H44 1.085
40 Br -0.45037 0.73458 7.16333  C39 1.945
41 H -3.29896 1.37672 7.55095  C38 1.084
42 H -3.40025 3.14689 7.56042  C38 1.087
43 H -1.24318 2.62477 8.53891  C39 1.087
44 H -0.89211 3.16596 6.88573  C39 1.085
45 Br -4.94191 -5.37001 -3.44668  C46 1.946
46 C -3.10906 -5.99543 -3.25805  Br45 1.946, C47 1.504, H49 1.085, H50 1.087
47 C -2.71775 -6.11717 -1.81109  C46 1.504, Br48 1.948, H51 1.088, H52 1.084
48 Br -2.36713 -4.36682 -1.03041  C47 1.948
49 H -2.48174 -5.30134 -3.80723  C46 1.085
50 H -3.08294 -6.96913 -3.74136  C46 1.087
51 H -1.78818 -6.67222 -1.70808  C47 1.088
52 H -3.48452 -6.58343 -1.20229  C47 1.084
53 Br 1.09571 -0.66082 -4.38307  C54 1.951
54 C 2.95162 -1.23879 -4.21881  Br53 1.951, C55 1.505, H57 1.085, H58 1.087
55 C 3.35871 -1.39771 -2.77891  C54 1.505, Br56 1.951, H59 1.087, H60 1.085
56 Br 3.69289 0.33430 -1.94534  C55 1.951
57 H 3.55454 -0.51228 -4.75296  C54 1.085
58 H 2.99617 -2.19345 -4.73639  C54 1.087
59 H 4.30093 -1.93554 -2.70493  C55 1.087
60 H 2.61003 -1.90330 -2.17717  C55 1.085
61 Br 6.01671 5.91979 2.16529  C62 1.947
62 C 6.46092 4.18329 2.92618  Br61 1.947, C63 1.504, H65 1.084, H66 1.088
63 C 7.65403 3.56897 2.24666  C62 1.504, Br64 1.946, H67 1.087, H68 1.085
64 Br 7.18297 2.84028 0.50434  C63 1.946
65 H 5.57052 3.56993 2.84652  C62 1.084
66 H 6.67513 4.37683 3.97498  C62 1.088
67 H 8.02496 2.72408 2.82214  C63 1.087
68 H 8.45904 4.27776 2.08539  C63 1.085
69 Br 3.83609 -4.85795 -3.95511  C70 1.948
70 C 5.69379 -5.42250 -3.79905  Br69 1.948, C71 1.504, H73 1.084, H74 1.087
71 C 6.10228 -5.57230 -2.35929  C70 1.504, Br72 1.947, H75 1.087, H76 1.085
72 Br 6.40336 -3.84135 -1.52029  C71 1.947
73 H 6.28976 -4.69135 -4.33420  C70 1.084
74 H 5.74781 -6.37835 -4.31471  C70 1.087
75 H 7.05106 -6.09852 -2.28610  C71 1.087
76 H 5.35684 -6.08576 -1.76183  C71 1.085

Properties
Total charge: +1
Kohn-Sham gap, eV: 8.52
E_HOMO, eV: -11.49

| no. | largest force on an atom (eV Å⁻¹) | calculated total energy (hartree) |
| --- | --- | --- |
| 1 | 4.6 | -424.57087 |
| 2 | 3.9 | -784.53621 |
| 3 | 1.2 | -39616.67905 |